Arrangement 1

The following is a DFT calculation (ωB97M-V/def2-TZVPD) of a cluster of 2 separate species, C2H4N2S in total.

```
! RIJCOSX wB97M-V def2-TZVPD def2/J DEFGRID3
* xyz 0 1
C 1.6277 0.2825 -0.1306
C -1.4059 0.2315 -0.0656
H 2.6966 0.1622 -0.1286
H 1.0905 1.5997 0.2040
H -0.8114 -1.7143 0.2204
H -0.8487 1.3190 0.1474
N 1.0720 -0.8257 -0.2477
N -0.4226 -0.8563 0.1392
S -2.9982 -0.1986 -0.1385
*
```

Summary:
Orbital gap (eV): 8.619



Arrangement 2

The following is a DFT calculation (ωB97M-V/def2-TZVPD) of the molecule C2H4N2S.

```
! RIJCOSX wB97M-V def2-TZVPD def2/J DEFGRID3
* xyz 0 1
H 0.9611 -1.7665 0.1897
N 1.3460 -0.8179 -0.0412
C 0.3412 -0.0272 -0.0925
N 0.4523 1.3626 -0.0895
C -0.9061 -0.7460 -0.1065
S -2.3996 0.0682 -0.0427
H 1.3954 1.6998 -0.0205
H -0.2764 2.0165 0.2322
H -0.9139 -1.7895 -0.0289
*
```

Summary:
Orbital gap (eV): 7.955



In hartree, relative to the most stable structure: arrangement 1 0.1140; arrangement 2 0.0000.



Arrangement 1

The following is a DFT calculation (ωB97M-V/def2-TZVPD) of the molecule C2H4N2S.

```
! RIJCOSX wB97M-V def2-TZVPD def2/J DEFGRID3
* xyz 0 1
C -1.4690 0.2226 -0.2327
N -0.5214 1.0950 -0.3885
N 0.6867 0.6148 -0.2071
C 1.0615 -0.5435 0.4234
S 2.5456 -1.2261 0.5520
H -2.4750 0.5847 -0.4628
H -1.4631 -0.8262 0.0921
H 1.3704 1.1665 -0.7681
H 0.2644 -1.0878 0.9916
*
```

Summary:
Orbital gap (eV): 8.450



Arrangement 2

The following is a DFT calculation (ωB97M-V/def2-TZVPD) of a cluster of 2 separate species, C2H4N2S in total.

```
! RIJCOSX wB97M-V def2-TZVPD def2/J DEFGRID3
* xyz 0 1
C 0.7477 0.7488 -0.1331
C 0.5531 -0.3553 0.5416
S 0.3700 -1.9599 -0.1148
H 0.5718 1.8449 0.1476
H 1.0073 0.6070 -1.1973
H 0.2784 -0.1486 1.6207
H 0.8306 -2.5394 1.0547
N -2.1835 1.1453 -0.4707
N -2.1756 0.6572 -1.4487
*
```

Summary:
Orbital gap (eV): 9.824



In hartree, relative to the most stable structure: arrangement 1 0.0638; arrangement 2 0.0000.